Record 1
Computed, not measured: C39H63GeN5P3SeTi as an isolated structure in a non-equilibrium geometry, with ωB97M-V/def2-TZVPD.

Calculated total energy, eV: -221760.9689
Orbital gap (alpha / beta), eV: 4.421 / 6.837
Multiplicity: 4
Expectation value of S²: 3.78
Max |F|, Eh/bohr: 0.025
ΔE to the lowest compared entry with this formula, charge and spin, kJ/mol: 187.45
E_HOMO (alpha / beta), eV: -4.56 / -6.98

```
113
Properties=species:S:1:pos:R:3:forces:R:3
H 4.8410 2.0707 -0.7552 0.03 0.01 0.00
H -3.5155 1.8517 1.3238 0.01 0.09 0.00
C -0.4084 -3.1638 -4.7927 0.02 0.09 0.17
C 3.4502 1.0818 3.0679 -0.01 0.00 0.00
C -2.6480 2.5546 5.0121 0.03 0.01 0.03
C -0.9969 -4.2786 3.1897 -0.01 0.08 0.01
H -0.9951 -2.8270 -5.6512 0.03 -0.04 -0.04
H 1.9228 5.3587 -1.2053 0.01 0.02 -0.02
H 0.2603 1.0820 -4.0687 0.05 -0.03 -0.01
C 1.8975 -0.5800 4.6527 -0.11 0.00 -0.04
H -3.3169 -0.4440 1.9769 -0.02 0.01 0.01
C -1.6858 -3.4434 4.0599 -0.06 -0.08 0.00
H 1.8723 -0.5436 -4.5071 0.06 0.00 -0.02
H 3.1998 -3.8945 -0.9540 0.03 0.05 -0.06
H -1.3569 0.8845 -3.8742 -0.05 0.07 -0.11
H -0.2567 4.5856 -0.7777 0.01 -0.01 -0.04
N -0.5036 1.1636 -3.4067 0.05 0.14 -0.36
H -3.3493 3.2425 5.4684 0.02 0.02 0.00
C -1.6563 1.6211 3.0068 0.04 0.10 0.05
H 5.5039 1.8151 -2.3644 0.03 0.01 0.02
H -3.1584 3.1722 3.0361 0.03 -0.02 -0.04
C 3.0645 -3.9204 -2.0338 -0.02 -0.01 -0.13
H 3.3308 0.8172 0.4610 0.06 0.08 0.00
Ti -0.3440 0.0723 -1.4913 0.12 -0.92 -0.25
C 1.5830 -3.9371 -2.4252 0.25 0.30 0.27
H -2.4359 -3.8435 4.7288 0.00 0.00 -0.01
C 0.8182 -5.0110 -1.6657 -0.07 0.02 -0.05
H 3.5491 -4.8253 -2.4089 0.01 -0.01 0.02
H 1.3009 -1.2758 5.2299 -0.05 0.02 0.00
H -4.2912 3.6981 -0.4795 -0.01 0.01 0.00
H 2.5207 -1.7179 -0.0047 0.08 -0.07 -0.01
H -0.3399 0.2325 5.8200 0.02 -0.03 -0.01
H -0.5958 2.1373 -3.1394 -0.09 0.07 -0.17
H -3.8892 3.5940 -3.1618 0.01 0.02 -0.01
H -3.6499 -1.2270 -0.9655 -0.02 0.04 -0.02
H -1.9550 -1.4234 4.7403 0.02 0.00 0.01
H -2.2043 -1.4533 1.0335 0.00 -0.04 0.06
H -2.3562 3.3877 -2.3169 0.01 0.04 -0.05
H -5.7450 -1.1500 0.2581 -0.03 0.01 0.02
C -0.4406 -1.5675 3.2375 -0.21 -0.42 0.03
C 1.4391 -1.4414 -4.9579 -0.15 -0.01 0.06
C -3.7590 -0.4901 -0.1640 0.04 0.01 0.02
H -1.2102 -5.3404 3.1784 -0.01 0.00 0.01
C -0.8911 0.7816 3.8312 -0.19 0.10 0.12
N 1.0746 -1.7288 1.4622 -0.69 0.52 0.31
C -2.5507 2.5037 3.6318 -0.06 0.03 0.00
H -5.6074 3.2712 -1.5679 -0.01 0.02 0.02
C 1.3584 0.0130 3.5304 0.30 -0.01 0.10
C 1.8508 -2.3372 0.5777 0.24 -0.21 -0.13
H 1.9611 -3.4150 0.5445 0.02 0.08 0.08
Se -1.2041 -2.3433 -1.4315 -0.44 -0.25 0.17
C -0.9664 0.8663 5.2080 0.04 -0.03 -0.03
H 1.1113 -1.1964 -5.9728 0.06 -0.03 -0.01
N 1.5565 1.2380 1.4999 -0.28 -0.15 -0.07
H 2.9983 -0.8044 -2.3716 0.00 -0.09 0.00
P 1.8292 1.5121 -1.2567 0.44 0.90 0.12
H 1.5395 -4.1673 -3.4904 -0.08 0.05 -0.04
H -0.2253 -5.0485 -1.9746 -0.01 -0.05 0.01
H 3.6309 -0.7759 5.9025 0.00 0.00 -0.01
C 3.9709 0.5319 4.2304 0.02 -0.04 0.04
H -2.8399 2.2694 -3.6192 0.05 0.04 0.00
H 4.9911 0.7623 4.5119 0.00 -0.02 -0.01
N -1.4755 1.5082 1.6581 0.13 -0.58 0.01
Ge -0.0603 0.2564 1.0220 0.87 0.48 0.80
C 3.4255 1.3237 -2.2336 -0.20 -0.29 0.03
C 3.2125 -0.3188 5.0162 0.04 0.03 0.03
H 3.5819 -3.0626 -2.4684 0.06 -0.03 0.03
H 0.4350 -4.4216 1.6076 0.02 0.03 0.02
H 2.9526 2.5412 0.6218 0.11 -0.07 -0.01
C -2.5500 1.9501 0.8122 0.11 0.02 -0.11
H -4.4945 1.2225 -2.2738 -0.03 0.03 0.02
C 3.8481 -0.1493 -2.2080 -0.06 0.08 -0.07
C 0.2294 -2.3931 2.3081 0.18 0.12 -0.36
H 4.2854 -0.4032 -1.2396 0.02 -0.03 0.00
P -2.6726 0.9368 -0.7399 -0.61 -0.04 0.31
N -0.0386 -0.1772 3.1463 -0.03 0.14 0.14
H -5.3382 2.3284 -0.1055 -0.01 0.06 0.01
C 4.6281 2.1741 -1.8199 -0.10 0.10 -0.07
H -0.6088 2.8408 -0.7181 -0.07 0.06 0.06
H 4.5013 3.2274 -2.0524 0.12 -0.09 0.07
H -5.7280 0.1958 -0.8726 -0.05 0.03 0.04
C 1.3444 3.3142 -1.5336 -0.04 -0.12 0.15
H -5.4242 0.4683 0.8606 -0.05 0.00 -0.01
C 2.5098 1.5514 0.4599 -0.09 -0.01 0.07
H 4.5956 -0.3483 -2.9793 0.05 0.04 0.04
C -3.9038 1.9671 -1.7324 0.28 0.07 -0.01
H -2.4350 3.0046 0.5219 -0.11 0.00 0.01
H -1.9017 1.8149 6.8894 -0.01 -0.01 0.00
C -4.8388 2.8587 -0.9103 -0.01 -0.10 -0.02
H 0.8341 -4.8109 -0.5936 -0.03 -0.03 -0.04
C -5.2509 -0.2061 0.0199 0.11 -0.03 -0.07
H 2.2351 -2.1866 -5.0331 0.03 0.02 -0.03
C -0.0560 -3.7654 2.3133 -0.01 -0.14 0.02
H 0.9917 3.3668 -2.5721 -0.01 -0.03 0.02
C 0.1680 3.5956 -0.5928 0.11 0.03 -0.08
C 2.1310 0.8161 2.6822 -0.02 0.10 0.02
H 3.0557 4.2127 -0.5066 0.01 0.06 0.00
C -1.4086 -2.0770 4.0738 0.03 0.21 0.11
H 1.2708 -5.9899 -1.8441 0.04 0.01 0.00
H -3.8351 -2.0128 1.3556 0.00 -0.01 0.02
H 3.1407 1.5884 -3.2606 0.00 -0.02 0.01
C 0.2759 -1.9744 -4.1203 0.39 -0.27 -0.01
H -0.4864 -1.2027 -4.0328 -0.04 0.12 0.03
C -3.2382 -1.1270 1.1286 0.09 0.01 -0.11
H -1.0872 -3.6481 -4.0887 -0.04 -0.05 -0.07
C 2.4128 4.3961 -1.3667 -0.08 0.01 -0.07
C -3.1946 2.8492 -2.7688 -0.09 -0.10 0.08
H 3.0359 4.4907 -2.2544 -0.01 0.03 0.05
H 0.3146 -3.8960 -5.1548 0.00 -0.03 0.00
H 0.4932 3.5502 0.4487 -0.05 -0.02 0.03
H 4.0806 1.7205 2.4642 -0.04 0.00 -0.04
C -1.8465 1.7544 5.8112 -0.01 -0.01 0.04
P 0.8061 -2.2112 -2.3001 -0.44 -0.30 -1.09
```
Positions in Å, forces in eV/Å.

***

Record 2
Computed, not measured: one molecule with the formula C3H5BrSi in a non-equilibrium geometry, with ωB97M-V/def2-TZVPD.

Calculated total energy, eV: -81108.8584
Orbital gap, eV: 9.323
SMILES string: [SiH3]C=C=CBr
Max |F|, Eh/bohr: 0.042
ΔE to the lowest compared entry with this formula, charge and spin, kJ/mol: 239.68
E_HOMO, eV: -9.38

```
10
Properties=species:S:1:pos:R:3:forces:R:3
H -2.2291 -0.8170 -0.0352 0.74 1.80 -0.73
H 2.3242 -1.8140 0.0854 -0.95 1.12 0.06
H -1.8205 0.8897 -2.1722 -0.25 -0.61 2.07
H -2.4483 1.7657 0.1107 0.35 -0.64 -0.17
C 0.8870 -0.1994 0.1757 1.26 -0.66 1.60
C 0.2102 0.8134 -0.3176 -0.78 -1.65 0.78
C 1.7327 -1.0811 0.6892 0.28 -1.41 -0.83
Si -1.7121 0.6216 -0.5554 0.50 -0.05 -1.60
Br 2.1840 -1.8245 2.4950 -0.79 1.28 -0.94
H 0.8721 1.6456 -0.4757 -0.37 0.81 -0.24
```
Positions in Å, forces in eV/Å.

***

Record 3
Computed, not measured: C26H20Br9F3O11 as an isolated structure in a non-equilibrium geometry, with ωB97M-V/def2-TZVPD.

Calculated total energy, eV: -688340.7229
Orbital gap, eV: 8.557
Max |F|, Eh/bohr: 0.145
E_HOMO, eV: -9.75

```
69
Properties=species:S:1:pos:R:3:forces:R:3
C -1.2012 -13.0797 22.5819 -1.75 -0.06 -1.18
C -1.0582 -14.5162 22.0569 0.72 -0.37 0.52
C 2.4514 -16.9879 17.0587 0.55 0.29 -1.26
O -0.1007 -18.3899 17.6732 -1.52 -0.89 -2.15
H 3.8096 -19.8840 15.4946 0.29 -0.12 0.27
C -2.8409 -19.9205 16.3385 0.24 0.59 -2.74
O -2.2724 -12.7502 23.0877 1.87 -0.08 -0.13
O 1.1104 -18.7192 12.1188 -0.92 2.50 -0.56
H -2.3909 -19.6242 14.1782 1.22 -0.16 0.06
H 2.7260 -9.7319 20.9759 -0.35 0.91 0.13
C 0.0389 -16.2958 20.8116 0.60 1.69 0.17
H 3.5775 -17.9573 23.1547 1.15 -0.38 0.00
Br 2.7930 -12.1422 17.5230 1.05 -0.31 -0.84
H -0.9888 -18.1098 20.4820 -0.17 -0.11 0.05
C -0.9718 -18.7664 16.8969 1.36 0.97 1.85
Br 4.5298 -11.3498 14.8485 -0.27 -1.09 0.95
C 0.9561 -12.5375 21.3824 0.79 -0.82 -1.00
H 2.6368 -20.2360 13.6202 -0.20 0.00 -0.11
Br 4.3447 -16.2913 16.8733 -1.76 -0.35 0.22
C 0.3744 -19.8238 12.2758 -7.22 1.69 -0.53
O 4.7720 -17.8550 20.3616 0.87 1.07 0.39
Br 4.6660 -22.2527 15.2214 -0.07 0.90 0.41
H 2.9382 -16.8526 20.4901 0.20 -0.01 0.00
H 3.8146 -13.6653 15.7939 0.16 0.34 -0.09
F 2.0406 -18.3943 22.2154 -1.46 -0.30 -0.67
H 0.8375 -16.5569 20.1330 0.08 -0.17 0.14
C -2.3376 -19.0985 15.1315 0.97 -3.84 0.50
H 3.1531 -18.3246 12.0470 -0.35 0.21 -0.15
O 3.9311 -19.4339 21.6371 1.01 0.74 1.17
Br 1.9986 -17.9504 15.2937 0.48 0.89 1.49
H 2.8018 -11.8446 20.4548 -0.08 -0.64 -0.07
C 4.4350 -20.5121 16.1291 0.64 -0.31 0.57
H 3.1621 -20.9738 12.0460 0.01 -0.44 0.59
Br 6.1875 -19.5880 16.4061 -1.25 -0.77 -0.24
C 1.1583 -14.0322 20.9077 0.29 1.26 1.12
Br 5.8892 -13.2269 17.1693 -0.97 0.55 -0.54
C 4.1982 -12.7467 16.2379 0.15 0.73 0.53
F -3.1039 -18.0912 15.0004 -2.29 4.29 -0.42
O -1.0438 -18.6904 15.5748 0.77 0.23 -1.73
C 2.4348 -20.3407 12.5542 2.66 -1.28 -1.16
C 1.8388 -10.2552 21.3006 0.95 -0.08 0.18
H 2.5196 -17.7027 17.8788 -0.39 -0.03 -0.41
H 4.1142 -16.3445 21.7497 0.53 0.34 -0.83
C 2.4124 -19.0713 11.7610 -0.06 -0.50 2.52
C 0.7854 -9.8012 22.0591 0.79 0.53 -1.37
O 1.1520 -20.8541 12.2679 -0.13 -1.80 1.08
Br 3.4821 -20.7629 17.8426 0.48 0.24 -0.93
H 0.7986 -8.7290 22.1882 -0.80 -0.01 0.78
C 3.3660 -18.2130 22.1164 -0.66 -1.08 0.83
H -3.0066 -17.3134 21.7486 0.02 -0.16 0.43
H -3.9158 -19.7419 16.3651 0.16 -0.07 0.74
H -2.6160 -20.9694 16.1449 0.16 -0.13 0.73
H -0.9496 -10.3504 23.0324 -0.50 -0.15 -0.10
O 5.7875 -19.8911 20.3559 -1.39 2.02 1.79
Br 1.0943 -15.6219 17.4047 1.14 -0.58 -0.40
F 2.4831 -19.3873 10.4765 0.13 0.25 -1.64
C 3.7620 -17.1690 21.1299 0.31 -0.33 -0.03
C -1.0254 -17.1582 20.9915 0.84 0.20 -0.57
O -2.0963 -19.2884 17.3197 -1.30 -1.28 3.36
C 4.9990 -19.0991 20.8390 -0.48 -2.04 -2.72
C 0.0703 -14.9603 21.3376 -0.77 -1.21 -1.10
C -2.0804 -15.4494 22.2854 0.05 0.41 0.37
O 2.1643 -14.3813 20.3126 -0.92 0.29 0.47
H -2.8556 -15.1411 22.9713 -0.36 0.08 -0.27
C 1.9209 -11.5685 21.0153 0.11 -2.47 -0.76
C -2.1009 -16.7258 21.7192 -0.51 0.85 0.30
C -0.1474 -12.0993 22.1131 0.74 0.10 0.06
O -0.9111 -19.7706 12.3300 6.05 -0.69 -0.01
C -0.1717 -10.7170 22.3791 -1.69 -0.05 1.94
```
Positions in Å, forces in eV/Å.